Computed, not measured: a 8-piece molecular cluster, C5H26NO9 overall in a non-equilibrium geometry, with ωB97M-V/def2-TZVPD.

## Properties
total charge = -1
DFT total energy = -25526.5695 eV
gap between HOMO and LUMO = 8.595 eV
molar mass = 244.3 g mol⁻¹
ΔE to the lowest compared entry with this formula, charge and spin = 23.6 kJ/mol

Geometry (Å):
C 0.635 1.737 0.284
N -0.688 1.150 -0.091
C -1.738 1.346 0.972
O -1.590 0.522 1.999
C 1.636 1.796 -0.896
C 1.503 0.715 -1.942
C 1.860 -0.699 -1.455
O 3.235 -0.772 -1.184
H 1.092 1.221 1.130
H 0.482 2.805 0.657
H -0.547 0.118 -0.287
H -2.739 1.154 0.395
H -1.691 2.453 1.264
H 1.504 2.784 -1.374
H 2.636 1.784 -0.447
H 0.461 0.732 -2.368
H 2.110 0.896 -2.772
H 1.695 -1.444 -2.253
H 1.262 -1.024 -0.550
H 3.408 -0.608 -0.221
H 0.091 0.345 4.224
H -0.406 0.727 2.749
O 0.438 0.695 3.413
H -2.568 -1.938 0.961
H -2.001 -0.880 1.881
O -2.195 -1.936 1.825
H -1.928 -1.219 -1.881
H -2.903 -0.209 -1.283
O -2.609 -0.537 -2.109
H 0.885 -2.122 1.507
H -0.631 -2.527 1.500
O 0.228 -2.733 1.074
H -1.963 0.998 -2.750
H -1.274 2.033 -1.952
O -1.648 1.896 -2.778
H -0.401 -2.459 -0.424
H -0.307 -2.826 -1.872
O -0.787 -2.320 -1.285
H 1.344 -0.322 2.722
H 2.196 -0.389 1.482
O 1.914 -0.943 2.134

Atomic partial charges in e from the Löwdin method, atoms 1 to 6: -0.214 -0.055 -0.399 -0.235 -0.190 -0.188